(1)
Here is a structure of composition C47H51BiN7O2 from the Open Molecules 2025 dataset. Energies are from wB97M-V/def2-TZVPD.

```
108
Properties=species:S:1:pos:R:3:lowdin_charge:R:1
Bi -0.4665 0.3753 -0.5848 1.920
O -3.7108 -2.7996 -1.2203 0.041
O -2.4094 -1.0622 -0.6779 -0.242
N -0.9152 1.6101 -2.5335 -0.091
N 0.4559 2.5260 -0.4472 -0.125
N 1.7479 -2.5372 1.9862 0.025
N 0.4662 -0.9797 -2.8114 -0.038
N 1.9431 -2.6082 0.6602 0.009
N -0.3368 -0.2855 1.9609 0.014
N 2.3365 -0.2873 -0.9939 -0.083
C -2.1752 2.1414 1.8772 -0.181
C -2.9190 -2.2195 -0.4834 -0.637
C 4.0301 -0.8083 -2.6423 -0.040
C -1.3024 0.9830 -3.8000 -0.232
C -2.4972 -3.0710 3.1960 -0.018
C 3.5443 1.8954 -0.7155 -0.183
C -4.1073 2.9085 -0.0356 -0.092
C 1.0707 2.9355 0.8108 -0.229
C 4.3045 -2.9284 -3.9752 -0.154
C -1.2490 2.5121 4.2014 -0.048
C -0.3864 2.2822 5.2576 -0.104
C 3.6332 2.9275 0.4186 -0.205
C 4.7062 -1.7112 -3.4391 -0.124
C -1.5594 -3.9466 0.7334 -0.196
C -3.1441 1.9576 -0.3192 -0.155
C -1.2665 1.7490 3.0232 -0.115
C 2.0263 -3.7516 2.4373 -0.188
C -0.6199 -1.4748 -3.6354 -0.248
C 3.2998 0.4596 -0.2080 -0.252
C 2.3619 3.7486 0.6425 -0.181
C 2.7133 -0.8815 -2.0912 -0.262
C 0.5181 1.2343 5.1891 -0.100
C -0.5825 3.6664 -3.7198 -0.026
C -0.2570 4.7796 -0.8698 -0.030
C -0.3995 0.6408 3.0254 -0.260
C -0.0847 3.4239 -1.2430 -0.246
C 0.4893 0.4160 4.0798 -0.036
C -0.6201 5.0319 -3.9032 -0.105
C -2.4683 -2.8869 0.8028 -0.075
C 1.8400 -2.8485 -3.4784 -0.063
C -1.1613 -4.8256 4.4110 -0.059
C 2.4127 -4.6111 1.3949 -0.089
C -2.9433 -2.4403 2.0358 -0.229
C -1.0162 -4.3913 -0.5985 -0.029
C -0.6872 6.0669 -2.9794 -0.133
C -1.6060 -4.1333 3.1508 -0.276
C -0.5618 5.9058 -1.6096 -0.099
C -1.7645 -0.4603 -3.6616 -0.190
C -4.0706 3.5359 1.1987 -0.102
C -3.1256 3.1477 2.1278 -0.060
C -3.9435 -1.3156 2.1277 -0.024
C 3.0031 -3.4269 -3.9338 -0.132
C 1.6152 -1.5793 -2.8459 -0.271
C -2.1474 1.5705 0.5850 -0.235
C -0.5956 2.8783 -2.5315 -0.235
C -1.1461 -4.5569 1.9091 -0.025
C 2.3467 -3.8251 0.2636 -0.108
H 2.8683 -4.4109 -4.3772 0.094
H -3.8026 -0.5836 1.3314 0.065
H -1.2365 -0.7291 1.7768 0.055
H -3.1781 1.4809 -1.2924 0.079
H 1.8884 -1.7573 0.0839 0.086
H -0.2540 -1.6550 -4.6581 0.117
H -1.2460 -4.1642 5.2744 0.072
H 4.6105 0.0446 -2.3153 0.076
H -4.7763 4.3191 1.4483 0.093
H -0.1216 4.9619 0.1885 0.097
H -2.4188 -0.6944 -4.5060 0.112
H -0.3182 -3.6489 -0.9989 0.067
H 2.8953 0.5181 0.8083 0.091
H 4.4567 1.9265 -1.3148 0.094
H 0.3621 -1.0080 2.1356 0.039
H -0.8266 7.0714 -3.3581 0.085
H -1.7698 -5.7111 4.6123 0.077
H -0.4753 -5.3335 -0.5034 0.076
H -3.1533 3.6630 3.0756 0.082
H 2.4958 4.3578 1.5424 0.110
H -4.9619 -1.7026 2.0417 0.089
H -1.9257 3.3433 4.3140 0.086
H 1.2184 1.0431 5.9925 0.097
H -0.4244 2.9256 6.1275 0.094
H -2.8570 -2.7148 4.1571 0.114
H 5.7390 -1.4364 -3.6411 0.094
H -0.4467 1.0236 -4.4871 0.119
H 5.0532 -3.5228 -4.4833 0.077
H -2.1036 1.5817 -4.2504 0.118
H 0.3504 3.4904 1.4235 0.105
H 1.2906 2.0305 1.3837 0.095
H -0.4311 -5.3714 1.8546 0.108
H -3.8601 -0.8013 3.0870 0.078
H -0.6630 6.8114 -1.0181 0.100
H 4.2570 -0.0760 -0.1267 0.116
H 3.8964 2.4138 1.3504 0.107
H 2.5535 -4.0250 -0.7763 0.112
H -1.0124 -2.4339 -3.2698 0.109
H 2.6920 -5.6486 1.4549 0.086
H -0.5879 3.0931 -4.6356 0.084
H 0.9375 -3.4262 -3.6420 0.087
H 1.1528 -0.4384 4.0043 0.103
H 2.7277 2.1571 -1.3909 0.104
H -0.6450 5.3350 -4.9464 0.099
H -4.8624 3.1624 -0.7703 0.097
H -1.8214 -4.5068 -1.3236 0.079
H -2.3795 -0.5709 -2.7693 0.071
H 2.2326 4.4510 -0.1846 0.105
H 4.4518 3.6271 0.2269 0.100
H 1.9339 -3.9624 3.4913 0.093
H -0.1237 -5.1555 4.3340 0.059
```

The value obtained for the max |F| is 0.00534 Eh/bohr. The charge is -1. Its LUMO energy is 2.6 eV. The relative energy (zero: lowest compared OMol25 entry of this formula, charge and spin) comes out at 0.00 kJ/mol. Its HOMO-LUMO gap is 6.72 eV.

---

(2)
Here is a structure of composition C47H51CaN5O3STe in a non-equilibrium geometry from the Open Molecules 2025 dataset. Energies are from wB97M-V/def2-TZVPD.

```
109
Properties=species:S:1:pos:R:3:lowdin_spin:R:1
Te -2.3858 -1.3827 -0.1289 0.000
Ca 0.8155 1.2689 -0.1060 0.000
S -2.6848 0.5721 -1.2766 0.000
O 1.2256 1.7190 -2.1924 0.024
O 2.8540 2.0198 0.2634 0.000
O 1.9669 -0.5921 0.1515 0.000
N -0.2974 -0.7293 0.0660 0.000
N 0.1622 3.4990 -0.2020 -0.005
N 0.7461 1.8190 2.1863 0.000
N 1.6086 0.3119 -4.7230 0.191
N 4.2566 0.2660 -1.3343 0.000
C 1.1715 1.5646 -5.1090 0.404
C 1.6293 5.2176 -4.4537 0.008
C 1.7380 1.8847 2.9706 0.000
C -2.9562 -0.1941 4.6147 0.000
C 3.5330 1.5392 1.1915 0.000
C -5.9127 -4.1332 0.5821 0.000
C -7.0532 -2.2235 -0.2217 0.000
C -3.5081 -4.1756 1.1408 0.000
C -1.9721 -1.1136 4.2817 0.000
C -3.4953 0.0372 2.2903 0.000
C -2.5122 -0.8906 1.9536 0.000
C 1.8287 6.4778 -5.2669 -0.004
C 2.5663 -4.6894 0.1278 0.000
C 1.5189 3.9664 -5.0640 0.117
C 1.7014 -5.4980 -0.6020 0.000
C -4.7118 -3.4168 0.6046 0.000
C 0.7184 4.3482 -0.9843 0.001
C 5.3975 0.9791 3.2932 0.000
C 2.2824 -3.3394 0.2954 0.000
C 4.7937 0.8877 0.9400 0.000
C 1.2416 4.1036 -2.3170 0.018
C 1.3725 2.7637 -4.3567 0.021
C 6.3823 0.8108 4.4236 0.000
C 1.4783 5.2634 -3.0888 0.109
C 2.9306 0.1194 -4.1594 0.024
C -1.3759 2.9363 1.6605 0.000
C -5.8735 -1.4746 -0.1946 0.000
C -4.6467 -2.0630 0.1879 0.000
C 0.2855 -3.5874 -1.0025 0.000
C -0.5406 4.0364 0.9863 0.000
C -8.3842 -4.3467 0.0885 0.000
C 2.9459 -0.9246 -3.0574 0.001
C 1.1265 -2.7743 -0.2462 0.000
C 5.0230 0.2566 -0.2891 0.000
C 0.8622 -1.2962 0.0062 0.000
C 1.3082 2.7937 -2.8941 0.036
C 4.0605 1.3829 3.5563 0.000
C 4.2359 -0.8909 -2.2551 0.001
C 0.5666 -4.9398 -1.1742 0.000
C 3.1299 1.5963 2.5850 0.000
C -6.0147 -0.0023 -0.5244 0.000
C -0.5768 2.1640 2.7173 0.000
C -0.6336 -2.4870 2.6790 0.000
C -7.0964 -3.5599 0.1478 0.000
C -3.7215 0.3912 3.6111 0.000
C -1.7280 -1.4807 2.9535 0.000
C 5.7172 0.6979 1.9988 0.000
H 5.9008 -0.3821 -0.3719 0.000
H -5.9167 -5.1718 0.9104 0.000
H -2.2695 3.3520 2.1254 0.000
H 3.2506 1.0798 -3.7592 0.001
H 6.7014 0.2990 1.7608 0.000
H 1.2186 -0.4739 -5.2063 0.002
H -1.7110 2.2434 0.8787 0.000
H -4.4974 1.1086 3.8597 0.000
H 2.9466 -2.6911 0.8550 0.000
H 0.6995 5.4118 -0.7044 0.000
H -0.5815 -3.1575 -1.4803 0.000
H -6.9305 0.1788 -1.0918 0.000
H -3.1328 0.0567 5.6540 0.000
H -8.2128 -5.3958 0.3359 0.000
H 6.4936 1.7378 4.9928 0.000
H 2.1062 -0.7242 -2.3958 0.000
H 3.7449 1.4968 4.5927 0.000
H 1.5830 2.1321 4.0266 0.000
H 3.4635 -5.1134 0.5630 0.000
H -5.1618 0.3719 -1.0855 0.000
H -1.3743 -1.5688 5.0657 0.000
H 2.4449 7.2009 -4.7267 -0.001
H -4.0768 0.4899 1.4898 0.000
H 2.3204 6.2575 -6.2177 0.000
H -3.0919 -3.6790 2.0199 0.000
H 0.8746 6.9641 -5.4945 -0.002
H 0.3394 -1.9921 2.6416 0.000
H 1.9155 -6.5529 -0.7320 0.000
H -1.1039 1.2496 2.9729 0.000
H 1.4791 6.2291 -2.5841 0.007
H -3.7972 -5.1845 1.4397 0.000
H -0.1058 -5.5554 -1.7598 0.000
H 6.0594 0.0358 5.1249 0.000
H -0.4798 2.7554 3.6343 0.000
H 0.6731 1.6327 -6.0727 0.029
H 1.5802 3.9029 -6.1485 0.009
H -6.0789 0.5881 0.3983 0.000
H -0.6034 -3.2438 3.4651 0.000
H -0.7682 -2.9913 1.7245 0.000
H -2.7062 -4.2688 0.4049 0.000
H 4.3200 -1.8096 -1.6811 0.000
H -1.1845 4.8696 0.6954 0.000
H 0.1926 4.4330 1.7008 0.000
H 2.8168 -1.9296 -3.4664 0.000
H -7.9739 -1.7334 -0.5350 0.000
H 3.6446 -0.1659 -4.9469 0.008
H -9.1242 -3.9517 0.7900 0.000
H 3.3743 0.7663 -1.2059 0.000
H -8.8247 -4.3033 -0.9110 0.000
H 5.0997 -0.8230 -2.9203 0.001
H 7.3652 0.5300 4.0440 0.000
```

The value obtained for the max |F| is 0.03210 Eh/bohr. The spin multiplicity is 2. The charge is -1. The expectation value of S² is 0.78. Its LUMO energy (spin up / spin down) is 1.7 / 1.7 eV. The relative energy (zero: lowest compared OMol25 entry of this formula, charge and spin) comes out at 41.53 kJ/mol. Its HOMO-LUMO gap (spin up / spin down) is 4.68 / 5.69 eV.